# 1
{"formula": "C33H32BrF48O6S", "method": "wB97M-V/def2-TZVPD", "lumo_ev": -4.5, "multiplicity": 1, "gap_ev": 8.3, "energy_ev": -258330.0549, "homo_ha": -0.47156, "total_charge": 1, "species": ["C", "C", "C", "S", "Br", "H", "H", "H", "H", "H", "H", "H", "H", "C", "C", "C", "F", "F", "F", "F", "O", "C", "C", "F", "F", "F", "F", "H", "H", "H", "H", "C", "C", "C", "F", "F", "F", "F", "O", "C", "C", "F", "F", "F", "F", "H", "H", "H", "H", "C", "C", "C", "F", "F", "F", "F", "O", "C", "C", "F", "F", "F", "F", "H", "H", "H", "H", "C", "C", "C", "F", "F", "F", "F", "O", "C", "C", "F", "F", "F", "F", "H", "H", "H", "H", "C", "C", "C", "F", "F", "F", "F", "O", "C", "C", "F", "F", "F", "F", "H", "H", "H", "H", "C", "C", "C", "F", "F", "F", "F", "O", "C", "C", "F", "F", "F", "F", "H", "H", "H", "H"], "positions_angstrom": [[-4.452, -2.272, 2.677], [-3.011, -3.043, 2.503], [-1.692, -2.093, 2.717], [-1.654, -1.323, 4.425], [-0.043, -3.192, 2.450], [-5.085, -2.906, 3.462], [-5.046, -2.345, 1.662], [-4.379, -1.183, 3.105], [-2.970, -3.482, 1.409], [-2.937, -3.926, 3.300], [-1.736, -1.224, 1.935], [-2.519, -0.219, 4.537], [-2.044, -2.300, 5.366], [0.383, -2.466, -2.919], [-0.285, -1.143, -3.325], [0.675, 0.007, -3.615], [1.463, 0.310, -2.562], [-0.015, 1.140, -3.914], [-1.203, -0.803, -2.382], [-1.005, -1.390, -4.465], [0.491, -2.723, -1.512], [1.594, -2.096, -0.862], [1.167, -0.996, 0.122], [0.377, -0.065, -0.469], [2.249, -0.333, 0.614], [2.467, -1.658, -1.800], [2.240, -3.085, -0.186], [-0.268, -3.268, -3.288], [1.336, -2.629, -3.436], [1.315, -0.222, -4.472], [0.613, -1.420, 0.962], [-4.432, -1.123, -7.184], [-4.052, 0.126, -6.374], [-3.850, -0.105, -4.880], [-4.945, -0.609, -4.273], [-3.568, 1.066, -4.249], [-4.970, 1.101, -6.609], [-2.875, 0.599, -6.892], [-5.830, -1.329, -7.426], [-6.550, -1.939, -6.358], [-7.560, -0.992, -5.692], [-6.975, 0.157, -5.269], [-8.122, -1.569, -4.596], [-5.667, -2.474, -5.482], [-7.211, -2.994, -6.909], [-4.005, -0.986, -8.184], [-3.947, -2.031, -6.803], [-3.011, -0.784, -4.697], [-8.358, -0.725, -6.387], [-6.200, 2.297, 5.249], [-4.935, 1.496, 5.595], [-5.057, 0.585, 6.813], [-5.378, 1.256, 7.940], [-3.874, -0.038, 7.063], [-3.887, 2.353, 5.714], [-4.646, 0.711, 4.508], [-6.265, 3.638, 5.753], [-6.694, 3.759, 7.107], [-5.583, 4.246, 8.050], [-4.476, 3.467, 7.976], [-5.995, 4.215, 9.347], [-7.247, 2.587, 7.500], [-7.712, 4.664, 7.096], [-6.199, 2.421, 4.159], [-7.120, 1.739, 5.459], [-5.808, -0.193, 6.649], [-5.290, 5.269, 7.808], [2.003, -3.617, 5.369], [1.177, -3.795, 6.652], [1.082, -2.559, 7.541], [2.288, -2.112, 7.949], [0.375, -2.835, 8.669], [1.652, -4.869, 7.338], [-0.093, -4.138, 6.268], [3.373, -4.037, 5.427], [4.275, -3.096, 6.005], [4.847, -3.559, 7.353], [3.869, -3.878, 8.237], [5.590, -2.577, 7.932], [3.666, -1.888, 6.074], [5.287, -2.949, 5.107], [1.554, -4.275, 4.617], [1.904, -2.610, 4.944], [0.567, -1.743, 7.024], [5.481, -4.438, 7.224], [7.705, -1.602, -3.475], [7.104, -1.454, -4.881], [7.066, -0.029, -5.424], [6.359, 0.813, -4.640], [6.473, 0.000, -6.648], [5.873, -2.029, -4.899], [7.874, -2.208, -5.729], [6.776, -1.631, -2.382], [6.325, -0.355, -1.934], [4.837, -0.106, -2.225], [4.542, -0.274, -3.538], [4.484, 1.170, -1.907], [7.133, 0.603, -2.445], [6.535, -0.338, -0.588], [8.183, -2.588, -3.445], [8.524, -0.896, -3.293], [8.077, 0.375, -5.541], [4.209, -0.789, -1.650], [2.798, 4.415, -2.531], [1.600, 4.551, -3.484], [1.833, 4.030, -4.898], [2.861, 4.644, -5.521], [0.735, 4.242, -5.672], [1.185, 5.845, -3.490], [0.567, 3.837, -2.935], [3.641, 5.567, -2.393], [4.618, 5.732, -3.418], [4.351, 6.951, -4.315], [3.106, 6.923, -4.852], [5.224, 6.991, -5.358], [4.726, 4.576, -4.114], [5.808, 5.891, -2.776], [2.381, 4.268, -1.528], [3.381, 3.505, -2.719], [2.027, 2.953, -4.894], [4.450, 7.879, -3.748]], "forces_ev_per_a": [[-0.4826, -1.0069, 0.4966], [-0.1178, -0.3282, 0.3059], [-2.1827, -0.7064, -1.7665], [0.9794, 0.1685, 0.4475], [-1.3928, 0.7035, 0.6765], [1.3442, 1.4829, -1.6845], [1.2975, 0.5612, 2.1286], [-0.1357, -2.0663, -1.1349], [0.2472, 0.8255, 2.3511], [-0.0441, 1.8356, -1.9162], [0.3831, -1.3594, 1.7239], [0.0061, -1.4218, -0.1678], [-0.2929, 0.9638, -1.1568], [-0.1804, -1.0705, -0.3806], [-0.5191, -0.3695, 0.7141], [0.0822, 1.1657, -0.7477], [-0.1514, 0.1605, -0.3562], [-0.1246, -0.5018, 0.0411], [0.2213, 0.0918, -0.2321], [0.6750, 0.0779, 0.0143], [1.1391, 1.5836, 0.5106], [-0.3237, -1.6696, -1.4881], [-0.1105, 0.9738, 0.3159], [0.0420, -0.5144, 0.4035], [-0.0583, -0.5376, -0.2783], [-0.2016, -0.3678, 0.8972], [-0.4279, 0.6942, 0.1843], [-0.0501, 0.2806, 0.2009], [-0.1751, 0.3162, 0.1722], [-0.0491, -0.2244, 0.0274], [0.2531, -0.0287, -0.3481], [0.2167, -0.4057, -0.9964], [-0.6745, 0.4831, -0.8067], [0.5730, 0.3252, 0.8317], [0.3886, 0.2285, 0.1712], [0.0410, -0.0031, -0.3260], [0.3029, -0.2713, 0.2908], [-0.0280, -0.4240, 0.4696], [-0.3935, -0.1700, 1.8917], [1.4211, -0.6794, -1.4558], [-0.5214, 0.6509, 0.4112], [-0.3730, -0.3884, -0.4107], [0.3119, -0.2456, -0.3719], [-0.8352, -0.2336, -0.0814], [-0.0998, 0.7589, 0.3956], [-0.2142, 0.2229, 0.2125], [-0.1734, 0.3084, 0.1824], [-0.2045, 0.0720, -0.2504], [0.0990, -0.1666, -0.1542], [-0.6451, 0.5475, -0.8169], [0.0244, 1.6160, 0.2690], [-0.2723, -0.4258, 0.8973], [0.3783, -0.7203, -0.5977], [0.4643, -0.1138, -0.4229], [-0.1527, -0.5876, 0.0218], [0.0666, -0.5900, -0.0298], [0.2178, -0.8779, 1.5331], [-1.2748, -0.2835, -1.4787], [0.5468, 0.3828, 0.8038], [-0.2445, 0.4099, -0.1951], [-0.2483, -0.0896, -0.6750], [-0.0619, 0.7581, 0.2720], [0.9636, -0.2811, 0.2281], [0.2475, 0.0692, 0.2285], [0.3477, 0.0182, 0.2094], [-0.0497, 0.1018, -0.1544], [-0.1853, 0.0007, -0.1644], [0.2494, -0.4398, -0.9597], [1.0911, -1.1366, 0.1567], [-0.1982, 0.4859, 1.1637], [-0.8386, -0.0457, -0.0646], [-0.0689, -0.2112, -0.4343], [-0.3528, 0.6592, -0.1886], [-0.3370, 0.5578, -0.1216], [0.0535, 1.2352, 1.2367], [-0.6824, 0.0864, -1.7378], [0.4363, -0.1866, 0.9885], [0.4007, -0.1423, -0.4691], [-0.3136, -0.1245, -0.6301], [0.7707, -0.1920, -0.0398], [-0.3385, -0.3102, 0.8234], [0.1480, -0.1079, 0.4020], [0.0628, -0.0749, 0.3752], [0.0246, -0.0170, -0.1886], [-0.0286, 0.0264, -0.2502], [0.6866, -0.7151, 0.4898], [-0.4098, -0.8240, 0.3623], [0.0015, 0.6777, -0.9645], [0.1687, -0.0732, -0.4776], [0.0966, -0.3470, 0.1769], [0.1865, 0.2919, -0.1120], [0.0439, 0.6062, 0.1805], [-0.7281, 1.7588, -0.3287], [1.9952, -0.9160, 0.0092], [-0.6267, 0.0537, -0.0408], [-0.1233, -0.2020, 0.5364], [0.3849, -0.1661, 0.1158], [-0.5951, -0.0132, 0.7560], [-0.6530, 0.0039, -0.5612], [-0.3369, 0.1110, -0.1029], [-0.3671, 0.0315, -0.1799], [0.0460, -0.1702, 0.1160], [0.5211, 0.1579, 0.0406], [0.1994, -0.2461, 1.0182], [-0.0827, 0.9172, 0.6505], [-0.4332, -0.3032, -1.0108], [-0.4993, -0.3549, -0.0371], [-0.0226, 0.0012, 0.3998], [0.0862, -0.4256, -0.2101], [0.3763, -0.2269, -0.3349], [0.4510, -0.0351, -1.7994], [-0.1919, -1.4141, 1.5102], [-0.2151, 0.6903, -0.6606], [0.4707, 0.2038, 0.4564], [-0.0155, -0.3255, 0.5179], [0.5795, 0.6932, 0.1068], [-0.5572, 0.3930, -0.4730], [-0.0705, 0.2509, -0.2586], [-0.1631, 0.2552, -0.2422], [0.0280, 0.0221, 0.2158], [0.0813, -0.1324, 0.1880]], "mulliken_charge": [-0.66, -0.44, -0.39, 0.05, -0.05, 0.27, 0.31, 0.08, 0.36, 0.30, 0.50, 0.22, 0.33, -0.92, 1.23, -0.06, -0.22, -0.29, -0.30, -0.38, -0.38, 0.77, 1.75, -0.17, -0.26, -0.20, -0.33, 0.44, 0.30, 0.33, -1.32, -0.80, 0.87, 0.62, -0.25, -0.27, -0.28, -0.31, -0.40, 0.74, 0.22, -0.19, -0.26, -0.27, -0.29, 0.45, 0.34, -0.12, 0.24, -0.86, 0.90, 0.12, -0.21, -0.26, -0.30, -0.25, -0.40, 0.71, 0.21, -0.20, -0.25, -0.27, -0.28, 0.44, 0.37, 0.31, 0.25, -0.65, 0.87, 0.25, -0.22, -0.28, -0.27, -0.31, -0.40, 0.70, 0.20, -0.21, -0.25, -0.27, -0.28, 0.40, 0.35, 0.14, 0.25, -0.70, 0.87, 0.05, -0.15, -0.28, -0.25, -0.33, -0.40, 0.66, 0.99, -0.31, -0.23, -0.26, -0.29, 0.42, 0.32, 0.27, -0.36, -0.73, 0.88, 0.41, -0.24, -0.29, -0.30, -0.25, -0.43, 0.73, 0.18, -0.21, -0.26, -0.24, -0.30, 0.49, 0.31, 0.04, 0.24]}



# 2
{"formula": "C5H8O", "method": "wB97M-V/def2-TZVPD", "lumo_ev": 0.9, "multiplicity": 1, "gap_ev": 9.5, "de_lowest_kcal_mol": 35.7, "smiles": "C[C@H]1CC=C1O", "energy_ev": -7360.7072, "homo_ha": -0.31454, "total_charge": 0, "species": ["C", "C", "C", "C", "C", "O", "H", "H", "H", "H", "H", "H", "H", "H"], "positions_angstrom": [[1.614, -0.656, 0.204], [0.552, 0.378, -0.134], [-0.464, 0.060, -1.290], [-1.563, 0.246, -0.271], [-0.690, 0.413, 0.720], [-0.835, 0.538, 2.054], [2.117, -0.406, 1.145], [1.158, -1.646, 0.317], [2.370, -0.710, -0.586], [1.000, 1.371, -0.272], [-0.482, 0.765, -2.125], [-0.362, -0.969, -1.658], [-2.647, 0.271, -0.315], [-1.768, 0.345, 2.211]], "forces_ev_per_a": [[-0.0148, -0.0434, -0.0021], [0.0189, 0.0270, 0.0959], [0.0201, -0.0077, -0.2898], [-0.1660, -0.0382, 0.0949], [-0.2253, 0.0563, -0.2059], [0.0950, 0.0325, 0.0863], [-0.0796, -0.0411, -0.1683], [0.0839, 0.1112, -0.0256], [-0.0856, -0.0110, 0.1117], [-0.0830, -0.1731, 0.0945], [0.1975, -0.0901, -0.0266], [0.0255, 0.2220, -0.0392], [0.1466, -0.1594, -0.0831], [0.0668, 0.1150, 0.3573]], "mulliken_charge": [-1.40, 0.34, -0.63, -0.52, 0.18, -0.53, 0.33, 0.35, 0.36, 0.33, 0.26, 0.24, 0.38, 0.33]}



Question: multiplicity of number 1 (C33H32BrF48O6S)?
Answer: 1



Question: multiplicity of number 1 (C33H32BrF48O6S)?
Answer: 1



Question: multiplicity of number 1 (C33H32BrF48O6S)?
Answer: 1